[1]
# C4H5NS2

C4H5NS2 in the gas phase (ωB97M-V/def2-TZVPD, OMol25).

As for the LUMO energy: -1.93 eV. For the HOMO-LUMO gap, the calculation gives 7.2 eV. As for the highest occupied orbital energy: -9.09 eV. As for the SMILES: S=CC(=S)[C@@H]1CN1. Its electronic energy is -1006.45756 a.u. The energy above the lowest of the compared OMol25 structures with the same formula, charge and spin comes out at 251.9 kJ/mol.

The geometry in ORCA input format:
```
! RIJCOSX wB97M-V def2-TZVPD def2/J DEFGRID3
* xyz 0 1
C -0.148 -2.146 0.096
C -0.146 -0.769 0.652
C -0.169 0.333 -0.344
C 0.695 1.480 -0.109
H -0.246 -2.893 0.896
H -0.286 0.035 -1.393
H 1.290 1.457 0.805
H 1.151 1.988 -0.949
H -1.229 2.148 -0.595
N -0.729 1.634 0.103
S -0.034 -2.670 -1.442
S -0.149 -0.597 2.280
*
```

natural (NBO) atomic charge list, values in e, 8 entries: atom 1 (C): -0.326, atom 2 (C): -0.159, atom 3 (C): -0.198, atom 4 (C): -0.218, atom 5 (H): 0.217, atom 6 (H): 0.232, atom 7 (H): 0.207, atom 8 (H): 0.200

---

[2]
# C30H27F2N4

2 unconnected molecules or ions with the total composition C30H27F2N4 (ωB97M-V/def2-TZVPD, OMol25).

As for the LUMO energy: -5.79 eV. For the HOMO-LUMO gap, the calculation gives 5.6 eV. As for the highest occupied orbital energy: -11.36 eV. Its electronic energy is -1577.79954 a.u. The energy above the lowest of the compared OMol25 structures with the same formula, charge and spin comes out at 55.9 kJ/mol.

The geometry in ORCA input format:
```
! RIJCOSX wB97M-V def2-TZVPD def2/J DEFGRID3
* xyz 1 1
F -1.437 6.633 -0.267
C -1.554 5.260 -0.238
C -2.837 4.717 -0.213
C -2.950 3.319 -0.351
C -1.827 2.531 -0.534
C -0.513 3.083 -0.472
C 0.584 2.183 -0.525
C 1.942 2.589 -0.688
C 2.998 1.810 -0.131
C 4.319 2.233 -0.240
C 4.636 3.481 -0.802
C 3.594 4.253 -1.319
F 3.874 5.534 -1.739
C 2.284 3.803 -1.361
C -0.398 4.494 -0.257
H -3.708 5.360 -0.093
H -3.936 2.864 -0.307
H -1.894 1.455 -0.729
H 0.382 1.163 -0.191
H 2.736 0.908 0.425
H 5.117 1.586 0.132
H 5.657 3.853 -0.832
H 1.514 4.400 -1.841
H 0.567 4.974 -0.122
N -2.333 0.613 2.301
N -1.501 0.059 1.737
N -0.483 -0.355 1.169
C -0.589 -1.682 0.560
C 0.395 -2.588 1.276
C 0.341 -3.965 1.045
C 1.268 -4.793 1.684
C 2.224 -4.241 2.538
C 2.278 -2.859 2.749
C 1.365 -2.028 2.099
C -2.003 -2.208 0.679
C -2.417 -2.533 1.972
C -3.699 -3.039 2.194
C -4.587 -3.190 1.118
C -4.157 -2.897 -0.177
C -2.853 -2.418 -0.410
C -0.127 -1.530 -0.883
C 1.396 -1.434 -1.063
C 1.543 -0.776 -2.437
C 0.183 -0.105 -2.740
N -0.589 -0.300 -1.508
H -0.423 -4.371 0.377
H 1.231 -5.870 1.500
H 2.940 -4.894 3.040
H 3.022 -2.411 3.405
H 1.418 -0.945 2.231
H -1.712 -2.451 2.804
H -3.986 -3.291 3.213
H -5.606 -3.544 1.301
H -4.820 -3.032 -1.035
H -2.521 -2.213 -1.433
H -0.487 -2.406 -1.468
H 1.789 -0.783 -0.268
H 1.879 -2.416 -0.972
H 2.383 -0.074 -2.466
H 1.712 -1.551 -3.197
H 0.269 0.967 -2.974
H -0.299 -0.625 -3.590
H -1.596 -0.304 -1.675
*
```

natural (NBO) atomic charge list, values in e, 8 entries: atom 1 (F): -0.309, atom 2 (C): 0.376, atom 3 (C): -0.161, atom 4 (C): -0.194, atom 5 (C): -0.130, atom 6 (C): -0.092, atom 7 (C): 0.128, atom 8 (C): -0.192

---

[3]
# C16H18Br2Cl2F6O6S

2 unconnected molecules or ions with the total composition C16H18Br2Cl2F6O6S (ωB97M-V/def2-TZVPD, OMol25).

As for the LUMO energy: -0.07 eV. For the HOMO-LUMO gap, the calculation gives 9.7 eV. As for the highest occupied orbital energy: -9.75 eV. As for the SMILES: C/C(Br)=C(\Br)[C@@]1(C(F)(F)C(F)(F)F)C[C@H](CC(=O)F)[C@@H](CCCC(=O)O)OS1(=O)=O.ClCCl. Its electronic energy is -8137.71081 a.u. The energy above the lowest of the compared OMol25 structures with the same formula, charge and spin comes out at 0.0 kJ/mol.

The geometry in ORCA input format:
```
! RIJCOSX wB97M-V def2-TZVPD def2/J DEFGRID3
* xyz 0 1
C -4.564 -2.638 1.899
C -3.329 -2.121 1.238
Br -2.767 -3.198 -0.199
C -2.681 -1.013 1.606
Br -3.508 -0.088 3.078
C -1.407 -0.414 0.970
C -1.737 0.247 -0.373
F -0.775 1.152 -0.687
F -1.768 -0.623 -1.401
C -3.097 1.017 -0.473
F -4.123 0.179 -0.661
F -3.013 1.809 -1.568
F -3.319 1.808 0.581
C -0.886 0.674 1.966
C 0.510 1.273 1.717
C 0.445 2.772 1.311
C 0.986 3.144 -0.037
O 2.124 3.155 -0.419
F 0.015 3.566 -0.869
C 1.450 0.422 0.890
C 2.891 0.743 1.247
C 3.917 0.170 0.280
C 3.612 0.389 -1.214
C 4.885 0.669 -1.980
O 5.810 -0.104 -1.983
O 4.942 1.849 -2.645
O 1.280 -0.939 1.378
S -0.049 -1.672 0.904
O -0.360 -2.628 1.911
O 0.177 -2.155 -0.418
H -4.959 -3.460 1.321
H -5.324 -1.877 1.969
H -4.278 -3.031 2.868
H -1.584 1.489 2.028
H -0.851 0.155 2.909
H 0.985 1.283 2.689
H -0.568 3.144 1.352
H 0.992 3.372 2.025
H 1.274 0.465 -0.178
H 3.050 0.250 2.201
H 3.025 1.796 1.445
H 4.910 0.540 0.497
H 3.963 -0.896 0.452
H 2.846 1.130 -1.404
H 3.243 -0.546 -1.621
H 4.045 2.110 -2.862
C -1.311 -2.555 -4.262
Cl 0.016 -2.671 -5.424
Cl -2.302 -4.021 -4.240
H -0.894 -2.407 -3.273
H -1.940 -1.718 -4.539
*
```

natural (NBO) atomic charge list, values in e, 8 entries: atom 1 (C): -0.674, atom 2 (C): -0.021, atom 3 (Br): 0.133, atom 4 (C): -0.140, atom 5 (Br): 0.083, atom 6 (C): -0.406, atom 7 (C): 0.625, atom 8 (F): -0.331